The following is a DFT calculation (ωB97M-V with the def2-TZVPD basis set) of C2H2BeLiO2 as an isolated structure at a distorted geometry.

```
8
Properties=species:S:1:pos:R:3:forces:R:3
O 0.2634 0.7601 0.5539 8.306 -4.093 6.724
C 0.8419 -0.2658 0.6599 0.557 -3.111 -0.432
C 1.2602 -1.4945 0.5654 -0.358 1.206 -0.039
O -1.6944 1.6317 -0.7001 -5.643 1.748 -3.360
Li -2.8424 2.0398 -1.8821 -0.082 0.043 0.103
Be -0.6074 1.3324 -0.1584 -3.062 3.945 -3.432
H 0.7342 -2.2753 1.1178 0.265 0.205 0.064
H 2.0446 -1.7284 -0.1565 0.018 0.057 0.371
```
Positions in Å, forces in eV/Å.

Properties
Kohn-Sham gap ... 9.232 eV
Energy relative to the best compared isomer or geometry (same formula, charge and spin) ... 0.998 eV
Total charge ... +1
LUMO energy ... -5.10 eV
E ... -249.923083 Eh